Density functional theory data (ωB97M-V/def2-TZVPD) for a molecular structure, C23H20Cl2O4PYb.

Results
LUMO (spin up / spin down) = -1.21 / -1.19 eV
frontier orbital gap (spin up / spin down) = 0.2283 / 0.2294 Ha
HOMO energy (spin up / spin down) = -7.43 / -7.43 eV
2S+1 = 2
<S²> = 0.752
charge = 0
largest force on an atom = 10.84 eV/A

Atoms and positions in Å:
C: 0.09334 3.29295 1.78597
C: 0.80156 2.80496 0.66509
C: -0.07480 2.81865 -0.46505
H: 1.83890 2.51351 0.67330
C: -1.33765 3.29114 -0.03548
C: -1.17936 3.64306 1.26646
H: -2.06493 3.98443 1.91316
H: 0.41889 3.32040 2.79775
H: 0.17489 2.52940 -1.47417
H: -2.22870 3.34241 -0.62028
Yb: -0.80663 1.35878 1.01473
Cl: -3.00618 0.56624 0.61722
P: 0.01498 -0.50294 -0.05906
C: -0.07739 -0.37787 -1.87758
C: 0.98498 -0.74069 -2.70492
H: 1.91985 -1.06994 -2.27468
C: 0.85210 -0.68211 -4.08611
H: 1.68723 -0.96214 -4.71557
C: -0.34425 -0.27077 -4.65639
H: -0.44622 -0.22659 -5.73334
C: -1.41146 0.07746 -3.83793
H: -2.35158 0.38882 -4.27462
C: -1.28154 0.02798 -2.45929
H: -2.11684 0.29030 -1.82385
C: 1.77903 -0.72834 0.31686
C: 2.71880 0.23270 -0.06712
H: 2.41312 1.07853 -0.66855
C: 4.04852 0.10033 0.29790
H: 4.76844 0.84508 -0.01696
C: 4.45617 -0.98468 1.06470
H: 5.49422 -1.08570 1.35430
C: 3.52577 -1.93563 1.45940
H: 3.83469 -2.78009 2.06132
C: 2.19518 -1.81113 1.08867
H: 1.47476 -2.55240 1.40348
C: -0.72907 -2.12815 0.28585
C: -0.62502 -3.13903 -0.66811
H: -0.15240 -2.94229 -1.62027
C: -1.13303 -4.40284 -0.40970
H: -1.04800 -5.17809 -1.16035
C: -1.75657 -4.66790 0.80290
H: -2.15675 -5.65385 1.00324
C: -1.86652 -3.66345 1.75406
H: -2.35676 -3.86021 2.69853
C: -1.35951 -2.39757 1.50162
H: -1.44907 -1.61989 2.24331
O: -2.48341 3.33934 4.33366
Cl: -2.47178 4.10773 3.15659
O: -3.88161 4.37631 2.66813
O: -1.59408 5.34485 3.34275
O: -1.70429 2.68895 2.13846

Atomic partial charges in e from the natural (NBO) method, atoms 1 to 5:
1. C -0.160
2. C -0.469
3. C -0.362
4. H 0.262
5. C -0.286